No. 1
Entry from the OMol25 dataset: a molecular structure, C20H23F6O19 in a non-equilibrium geometry (ωB97M-V with the def2-TZVPD basis set).

XYZ file:
```
68
Properties=species:S:1:pos:R:3:nbo_charge:R:1
C 0.1968 -0.5227 0.1990 -0.684
C -1.1151 0.2612 0.4473 -0.238
O -1.7273 0.4176 1.7111 -0.995
H 1.0305 -0.4259 0.8945 0.160
H 0.6227 -0.2858 -0.7760 0.323
H 0.0293 -1.5874 0.3616 0.199
H -1.7673 0.1435 -0.4181 0.183
H -0.8424 1.3116 0.3451 0.193
C -2.3003 -0.3301 -3.3066 -0.163
C -1.0274 -0.1436 -2.5157 0.400
O -0.0842 -0.2538 -3.6414 -0.519
C -0.7294 -0.9186 -4.6748 0.979
O -0.2125 -1.1586 -5.7560 -0.602
O -2.0024 -1.2847 -4.3135 -0.499
F -0.9634 -1.2211 -1.7437 -0.352
H -2.6969 0.5959 -3.7231 0.201
H -3.0699 -0.6995 -2.6288 0.219
H -0.9572 0.7975 -1.9704 0.271
C 4.2076 -0.9277 0.5739 -0.130
C 4.6449 -1.9277 -0.4922 0.448
O 3.3743 -2.2750 -0.7200 -0.476
C 2.5314 -1.3241 -0.6647 0.991
O 1.3613 -1.3236 -1.0779 -0.581
O 3.0668 -0.3915 0.1074 -0.496
F 5.3303 -2.9403 0.0552 -0.318
H 4.9396 -0.1417 0.7597 0.205
H 3.9277 -1.2824 1.5659 0.230
H 5.1889 -1.4192 -1.2881 0.151
C 0.2245 0.8200 2.9693 -0.168
C 0.5461 2.1312 2.1412 0.419
O 1.7387 1.7513 1.4789 -0.544
C 2.3897 0.8384 2.2658 1.018
O 3.4889 0.4776 1.9630 -0.613
O 1.5493 0.4776 3.3746 -0.525
F 0.6193 3.1894 2.8855 -0.327
H -0.1938 -0.0918 2.5429 0.272
H -0.4081 1.0079 3.8368 0.213
H -0.3473 2.3433 1.5539 0.219
C -1.3095 -1.9538 2.2802 -0.203
C 0.1027 -2.1552 2.5430 0.403
O 0.3887 -3.3521 1.8411 -0.484
C -0.6871 -3.9849 1.5896 0.974
O -0.7566 -5.0483 0.9462 -0.608
O -1.7631 -3.2491 2.0646 -0.494
F 0.2765 -2.2764 3.8141 -0.324
H -1.4817 -1.2797 1.4412 0.276
H -1.7937 -1.3039 3.0091 0.235
H 0.6678 -1.3185 2.1324 0.189
C -4.3281 1.5851 0.6050 -0.128
C -3.8377 0.1458 0.3903 0.388
O -3.5501 0.0978 -0.9928 -0.500
C -3.1576 1.2763 -1.3139 1.001
O -2.3345 1.5316 -2.1884 -0.620
O -3.4195 2.1228 -0.3330 -0.480
F -4.9189 -0.5964 0.7279 -0.362
H -4.2201 1.8359 1.6603 0.218
H -5.4042 1.6959 0.4716 0.181
H -3.0677 -0.1642 1.0967 0.280
C 2.0023 2.7799 -0.8733 -0.151
C 0.8052 1.9089 -0.6996 0.382
O 0.6421 1.3675 -2.0151 -0.552
C 1.4895 1.9291 -2.8965 0.984
O 1.4663 1.6036 -4.0776 -0.554
O 2.3292 2.8068 -2.2429 -0.492
F -0.1986 2.7511 -0.4773 -0.353
H 2.8806 2.5783 -0.2600 0.209
H 1.8743 3.8363 -0.6369 0.204
H 0.7399 1.1426 0.0728 0.315
```

Results
Net charge: -1
LUMO level, eV: 2.3
Relative energy (zero: lowest compared OMol25 entry of this formula, charge and spin), kJ/mol: 1123.8
E_HOMO, eV: -5.0
Frontier orbital gap, eV: 7.29

---

No. 2
Entry from the OMol25 dataset: C20H23N3O2 in the gas phase (ωB97M-V with the def2-TZVPD basis set).

XYZ file:
```
48
Properties=species:S:1:pos:R:3:nbo_charge:R:1
C -5.2736 -1.0523 1.8316 -0.709
C -4.4875 -1.8156 0.7862 0.681
O -4.8865 -2.8282 0.2481 -0.638
N -3.2719 -1.2772 0.5369 -0.645
H -3.0411 -0.3450 0.8697 0.431
C -2.4297 -1.7454 -0.5316 -0.210
H -2.9144 -2.6224 -0.9683 0.242
H -1.4526 -2.0388 -0.1280 0.188
C -2.2434 -0.6494 -1.5966 -0.464
C -1.5525 0.5283 -1.0006 0.417
N -2.0097 1.1585 0.0478 -0.512
C -1.1055 2.1524 0.3219 0.085
C -1.0965 3.1107 1.3285 -0.197
C -0.0382 3.9938 1.3576 -0.230
C 0.9896 3.9361 0.4146 -0.217
C 0.9973 2.9921 -0.5926 -0.257
C -0.0605 2.0988 -0.6267 0.172
N -0.3783 1.0563 -1.4688 -0.377
C 0.4614 0.5601 -2.5223 -0.223
H 1.1224 1.3714 -2.8341 0.223
H -0.1441 0.2501 -3.3784 0.218
C 1.3148 -0.6203 -2.0396 -0.070
O 2.0951 -0.1534 -0.9678 -0.528
C 2.8157 -1.0561 -0.2312 0.369
C 2.9755 -2.3916 -0.5695 -0.309
C 3.7330 -3.2253 0.2390 -0.203
C 4.3313 -2.7323 1.3808 -0.233
C 4.1695 -1.3969 1.7158 -0.183
C 3.4174 -0.5443 0.9282 -0.080
C 3.2289 0.8982 1.2791 -0.624
H 3.7139 1.1333 2.2224 0.214
H 3.6453 1.5328 0.4983 0.219
H 2.1684 1.1346 1.3538 0.231
H 4.6346 -1.0087 2.6104 0.209
H 4.9210 -3.3807 2.0105 0.214
H 3.8503 -4.2630 -0.0352 0.214
H 2.5223 -2.7962 -1.4615 0.213
H 0.6650 -1.4436 -1.7111 0.178
H 1.9470 -0.9745 -2.8667 0.183
H 1.8020 2.9499 -1.3105 0.216
H 1.7996 4.6473 0.4777 0.214
H 0.0020 4.7506 2.1269 0.214
H -1.8930 3.1527 2.0540 0.221
H -1.6838 -1.0478 -2.4419 0.214
H -3.2321 -0.3425 -1.9471 0.243
H -6.2240 -1.5485 2.0035 0.235
H -5.4510 -0.0348 1.4909 0.226
H -4.7116 -1.0143 2.7616 0.227
```

Results
LUMO level, eV: 0.5
Relative energy (zero: lowest compared OMol25 entry of this formula, charge and spin), kJ/mol: 47.7
E_HOMO, eV: -8.6
SMILES: CC(=O)NCCc1nc2ccccc2n1CCOc1ccccc1C
Frontier orbital gap, eV: 9.13